1.
ORCA calculation (ωB97M-V/def2-TZVPD) on a structure of composition C40H49CeN6S3Si2Te in a non-equilibrium geometry.

Summary:
HOMO (spin up / spin down) = -14.4 / -14.4 eV
relative energy (zero: lowest compared OMol25 entry of this formula, charge and spin) = 24.9 kcal/mol
Kohn-Sham gap (spin up / spin down) = 4.8 / 4.8 eV
lowest unoccupied orbital energy (spin up / spin down) = -9.537 / -9.530 eV
M = 1033.96 g/mol

```
! wB97M-V def2-TZVPD RIJCOSX def2/J DEFGRID3
* xyz 3 1
N -1.5786 2.1621 -0.7977
H -5.0328 5.0883 -1.2034
H -3.3455 -3.9326 -4.7671
H 2.8879 -0.3141 4.6363
C 2.1594 -2.8176 6.9499
H 1.2805 -0.7457 -2.7075
S -2.6293 3.4776 -5.6819
C 2.7813 -5.2730 0.4319
N -1.4724 -2.6594 -2.3415
N -1.1550 -0.9953 -0.5821
C -2.6574 1.3292 2.9523
H 2.0333 2.6777 4.4623
C -4.5135 4.4305 -0.5522
C 0.5200 4.6675 1.7558
C -1.4514 -1.7989 -1.4214
C -2.7015 2.7845 -0.3502
H -0.0785 -3.4265 4.5273
H 2.8782 -2.5619 0.8305
H -0.2893 1.9397 -2.4767
H 1.7096 1.3743 3.2872
H -1.9829 0.6617 3.5117
S 0.3548 3.2003 2.8129
C -0.3227 2.6226 -4.8723
C 2.0687 -0.0036 -2.5419
C 1.3001 -1.8252 4.5161
Si 3.6935 0.0322 -3.6631
Te 2.6782 -0.2402 -0.4128
H 2.3488 -0.9121 -5.5855
S -3.1265 1.6865 6.4034
H -1.5924 -3.7910 -4.5040
H 4.6891 2.1938 -3.6568
C -3.1075 2.5422 1.0242
C -0.3053 2.4852 -6.2425
C 5.3093 -0.5831 -2.8295
C -4.4009 1.2119 7.3873
H 0.6364 2.5308 -4.2865
C -1.5092 3.0903 -4.3939
N -3.7120 -3.3690 -2.1946
C 3.9047 1.7026 -4.3067
C 2.8032 -1.6924 6.3850
H -6.5075 0.8162 7.2259
H 5.0060 -1.1675 -1.8738
H 2.9081 2.1614 -4.3135
H 0.3858 5.4812 2.4763
H 4.9184 -4.8718 -2.2237
H 1.4989 4.7406 1.2433
H -5.8389 4.5873 1.0488
H 2.5860 -3.2418 7.8209
C 4.5842 -3.9228 -1.7719
H 0.5744 1.9966 -6.6941
C 0.1555 -0.7447 2.4338
H 4.0271 -1.3228 -5.7699
N -2.5135 -3.7044 -4.1548
C -1.1900 2.3973 -2.0790
Ce -0.3102 0.6859 0.7293
C -4.3029 3.1550 1.5821
H -5.5622 3.2064 3.3486
H 3.5382 -1.0816 6.9772
H 1.3077 -2.3564 0.0496
C 2.3861 -2.3555 -0.1682
C 3.2059 -1.2118 -4.9701
H 5.1981 -3.7901 -0.8390
C 2.4387 -1.1883 5.1513
H 1.7415 -5.2817 0.8322
H 3.4134 -4.9073 1.2268
C 1.5944 -4.1524 -2.4783
H -4.2541 1.2323 8.4870
H 4.8774 -3.0785 -2.3954
H 0.9240 -3.3030 -2.5312
C -2.5641 -3.1952 -2.9218
H 6.0346 0.1743 -2.4763
H 5.7707 -1.2919 -3.5000
C -3.8322 1.8574 3.5479
C -5.4836 1.1536 5.3467
C 0.8002 -1.1532 3.4107
H 2.7681 2.7298 2.8644
C -5.5874 0.9541 6.7464
H 1.0270 -5.0735 -2.5212
H 4.2520 1.7855 -5.4255
Si 2.8655 -4.0023 -1.0886
H 2.9185 -2.1888 -4.5602
H -1.8066 2.8651 -7.8985
H 1.6892 0.9618 -2.6100
C -4.6123 2.8196 2.8944
C -1.5109 2.8056 -6.8553
C 1.9050 2.4422 3.4110
C -1.9286 3.1852 -2.9885
H 0.7091 -4.3493 6.5973
H -3.8861 -2.7787 -1.4035
C -3.0330 3.9480 -2.5213
C 0.7073 -2.9037 5.0672
C -3.3840 3.7912 -1.1643
H 2.1645 -4.1003 -3.4366
H -6.2170 0.9139 4.5850
C -4.1796 1.4770 4.9858
H 3.1115 -6.2984 0.1690
H -4.5696 -3.7117 -2.6372
H -0.3270 4.6101 1.0447
N -2.4278 1.5406 1.6930
C -4.9473 4.0776 0.7150
C 1.1677 -3.4594 6.2538
H -3.4569 4.6860 -3.1963
*
```

Mulliken population analysis, charges in e, atoms 1 to 4:
1. N 0.147
2. H 0.534
3. H 0.263
4. H 0.318

2.
ORCA calculation (ωB97M-V/def2-TZVPD) on a cluster of 14 separate species, C5H38N2O14 in total in a non-equilibrium geometry.

Summary:
HOMO = -9.4 eV
relative energy (zero: lowest compared OMol25 entry of this formula, charge and spin) = 109.1 kcal/mol
Kohn-Sham gap = 9.3 eV
lowest unoccupied orbital energy = -0.174 eV
M = 350.36 g/mol

```
! wB97M-V def2-TZVPD RIJCOSX def2/J DEFGRID3
* xyz 0 1
H -1.7771 -3.1272 -3.3088
O 3.2636 0.5952 3.3302
O 0.9958 2.8554 4.0545
H 2.2725 0.0162 -1.8873
H 1.8409 -3.4707 1.8754
H -0.5473 -1.3571 -1.5046
H -1.1799 -1.6591 2.6244
H -0.8511 0.8338 -5.3722
C 2.3385 -0.9232 -1.2243
C 3.6738 -1.5775 -0.8931
H 1.7682 4.0106 -0.1360
H -0.4203 3.2683 -2.6665
H 3.5712 -2.5573 -0.4167
N 0.1005 1.8628 1.5599
O -0.3679 -0.1934 2.2091
H -1.2806 -2.5065 3.9000
C 0.3930 0.1005 -0.0937
O 0.8105 -0.6558 4.5352
O 0.0804 2.6272 -2.1505
H -2.3022 2.8534 -0.9780
H 1.6170 2.2952 4.5402
O 1.0610 4.4620 0.3471
O -1.8237 -2.0691 3.2367
H 0.0829 2.7155 4.3197
H 1.6244 5.0754 0.8350
H 0.6949 2.2923 -2.8134
H 2.8898 0.1370 2.5703
N 1.8152 -0.4755 0.0524
O -0.7265 1.2112 -4.4916
O 1.2465 -2.8733 2.3433
H 0.5267 2.5526 0.9573
H -2.5643 0.7731 -2.9459
O -1.1505 -3.7002 -2.8736
H 1.6253 -2.8063 3.2315
H 0.4726 0.8019 -0.9064
H 4.2581 -1.8883 -1.7672
H -0.5835 -1.9542 0.0293
H -2.4690 2.3492 -2.9988
H -3.5525 -3.6090 -0.0042
H -3.0067 -2.3247 -0.5179
H 4.2934 -0.8569 -0.3593
O -3.0524 1.5862 -2.9093
H -3.3447 -0.9915 -3.9502
C -0.6239 -1.0039 -0.4601
H 0.6217 -0.7837 3.5875
H -1.6752 -0.7211 -0.3304
H 1.7804 -1.2421 0.7194
C 0.0561 0.5361 1.2946
H 2.7229 0.3743 4.1106
H -2.7570 3.7213 0.1987
O -2.9899 3.4602 -0.6961
H -3.5963 -1.5365 -2.6353
H 1.7423 -1.6327 -1.9027
H 0.4454 2.0756 2.5121
H 0.1043 -0.0423 4.7587
H -0.2764 -3.3831 -3.1111
H -1.1977 0.5282 -4.0036
O -3.8526 -2.7087 -0.2320
O -2.8207 -1.3397 -3.1924
*
```

Mulliken population analysis, charges in e, atoms 1 to 4:
1. H 0.324
2. O -0.687
3. O -0.704
4. H 0.246

3.
ORCA calculation (ωB97M-V/def2-TZVPD) on a cluster of 2 separate species, C34H34N2O4 in total in a non-equilibrium geometry.

Summary:
HOMO = -4.3 eV
relative energy (zero: lowest compared OMol25 entry of this formula, charge and spin) = 113.8 kcal/mol
Kohn-Sham gap = 1.9 eV
lowest unoccupied orbital energy = -2.407 eV
M = 534.66 g/mol

```
! wB97M-V def2-TZVPD RIJCOSX def2/J DEFGRID3
* xyz 0 1
H 4.3314 0.3293 -2.7453
H 5.0522 1.9298 -2.5091
H 0.1533 -2.7438 3.5802
H 0.7725 -1.6538 -1.1322
C -3.9857 0.6347 -2.8467
C 0.4514 1.2949 2.0033
C 0.1412 2.6450 2.0133
H 0.0112 -0.5398 -2.6961
C 3.4369 -2.7848 4.1273
H 4.1205 1.6032 -3.9636
H 1.8896 -0.6480 -0.1961
H 2.7152 2.9442 -2.5211
C -5.1657 2.6770 -3.4293
C 4.1763 1.4031 -2.8892
H -5.2490 -1.1129 -2.5851
C 1.7905 0.8477 2.1625
H -3.9919 -1.3754 -4.5717
H -0.5668 4.9110 0.3580
H -3.5430 -3.6665 -5.3646
C -6.4234 0.6480 -2.9993
H 0.5094 -2.5692 5.6576
H 5.3823 -2.8401 4.9913
O 1.0265 4.9172 1.7316
N -1.6461 0.7151 -2.3511
H -0.8082 -4.2459 -2.0481
H 0.1836 -0.1756 -0.2976
O -0.5379 -2.5471 0.9738
C 2.9530 1.9280 -2.1803
C -3.0489 -3.3077 -4.4582
H 3.8378 1.5023 2.4601
C -2.1696 -4.1258 -3.7407
C 2.1511 -0.5395 2.2535
H -5.1177 3.7227 -3.7328
C -1.5117 -3.6259 -2.6081
C 0.6255 1.4756 -2.0634
C 0.4649 -1.8149 0.9787
C -0.3893 0.4088 -2.3007
C 2.5223 3.1760 2.2460
C 3.8232 -2.6437 6.5012
H -3.0079 2.5131 -3.1641
H -1.0242 5.2079 2.0814
C 1.1694 -2.7464 3.1640
C 1.3130 -1.6367 2.1606
H -0.1174 6.4518 1.1614
H -0.8987 2.9686 1.9321
H 3.0937 1.9285 -1.0878
C 4.3175 -2.7686 5.2024
H -7.3269 2.5533 -3.4983
C 1.1880 3.6029 2.0192
O 0.4121 2.5602 -1.5491
C -5.2292 -0.0410 -2.7905
H 3.1868 -0.7119 2.5664
O 1.8396 1.0501 -2.5013
N 2.1034 -2.6893 4.3365
C 2.8080 1.8355 2.3099
H 4.5001 -2.6020 7.3538
H 1.3177 -3.7090 2.6444
C -3.2853 -2.0055 -4.0282
C 0.8658 -1.0343 -0.2359
C -6.3966 2.0118 -3.3236
C -0.2680 5.3830 1.3041
C -1.7386 -2.3173 -2.1798
C -2.6995 -0.0372 -2.6456
H -7.3724 0.1152 -2.9157
C 1.5961 -2.6205 5.5909
C -3.9737 2.0062 -3.1390
H -1.9995 -5.1508 -4.0680
H -0.3499 0.5587 1.8922
H -1.2928 -1.9733 -1.2414
C -2.5912 -1.4732 -2.9136
H 3.2997 3.9361 2.2978
H 1.9941 -2.4936 7.6785
H 3.7595 -2.8460 3.0885
C 2.4407 -2.5794 6.6895
*
```

Mulliken population analysis, charges in e, atoms 1 to 4:
1. H 0.308
2. H 0.407
3. H 0.186
4. H 0.851

- Which formula does entry 1 have?
  C40H49CeN6S3Si2Te

- The highest M belongs to which entry?
  C40H49CeN6S3Si2Te

- relative energy (zero: lowest compared OMol25 entry of this formula, charge and spin) of number 2 (C5H38N2O14)?
  109.1 kcal/mol